Record 1
14
Properties=species:S:1:pos:R:3:forces:R:3:mulliken_charge:R:1 method="wB97M-V/def2-TZVPD" relative_energy_kcal_mol=109.53 homo_lumo_gap_ev="8.75 / 7.79" e_homo_ev="-12.8 / -12.8" energy_ev=-7803.3532 total_charge=+1 fmax_ev_per_a=4.593
C 0.81693 -0.07634 -0.19736 -0.6 1.0 -0.7 1.0749
C 1.99640 0.49868 0.11167 -2.2 2.0 -0.3 -1.2887
C 0.45710 -1.38449 -0.26529 3.8 -1.9 1.4 -0.8432
C -1.43903 0.25712 0.43955 -0.2 1.3 3.9 -0.1993
N -0.43652 0.69440 -0.53908 0.1 3.0 3.0 -0.0639
O -2.56091 -0.14648 -0.09312 -1.2 -0.6 -1.7 -0.4292
H 2.33849 1.48202 0.31111 -1.1 1.5 -0.3 0.3037
H 2.84116 -0.00458 0.22540 3.1 -3.4 0.5 0.3559
H -0.44649 -1.75083 -0.61276 -1.5 -0.6 -0.6 0.4001
H 1.28535 -2.09686 0.04743 -1.5 0.7 -0.6 0.2683
H -1.56356 0.83884 1.41838 0.9 -0.8 -1.5 0.2822
H -0.34422 1.80054 -0.48452 -0.1 -2.8 -1.0 0.3966
H -0.84168 0.26856 -1.33373 -0.1 0.4 -2.3 0.3549
H -3.30762 -0.33080 0.50367 0.6 0.2 0.0 0.3876

***

Record 2
14
Properties=species:S:1:pos:R:3:forces:R:3:mulliken_charge:R:1 method="wB97M-V/def2-TZVPD" relative_energy_kcal_mol=65.57 homo_lumo_gap_ev=11.69 smiles="C=C[C@]1(O)C[NH2+]1" e_homo_ev=-14.9 energy_ev=-7805.2596 total_charge=+1 fmax_ev_per_a=4.038
C 0.90222 1.86930 1.26874 -3.1 0.6 -0.2 -0.6142
C -1.40495 -0.69119 0.02831 -2.9 -1.8 -1.3 -0.5209
C 0.87803 0.89955 0.35359 0.1 -3.3 -2.2 -0.2924
C -0.19659 -0.09149 -0.44241 2.3 3.3 0.6 0.8596
N -0.24906 -1.63631 -0.10168 0.1 0.5 -0.4 -0.2453
O -0.18439 0.03090 -1.82208 2.4 0.9 -0.1 -0.5173
H 1.87147 2.30203 1.36743 0.5 0.3 0.6 0.2751
H -0.03236 2.42742 1.78796 2.4 -1.7 -1.3 0.2406
H -1.78765 -0.70303 1.04621 0.3 0.7 -0.2 0.3335
H -2.22072 -0.88746 -0.78213 1.5 0.4 1.6 0.2723
H 1.82618 0.47219 -0.13055 -0.9 1.3 1.1 0.2398
H 0.07711 -2.24567 0.61897 0.4 0.5 1.4 0.2707
H -0.18462 -2.15832 -0.93502 -0.3 -0.4 -1.5 0.2766
H 0.70533 0.41210 -2.25734 -2.7 -1.2 1.9 0.4220

***

Record 3
14
Properties=species:S:1:pos:R:3:forces:R:3:mulliken_charge:R:1 method="wB97M-V/def2-TZVPD" relative_energy_kcal_mol=111.00 homo_lumo_gap_ev="6.37 / 6.19" e_homo_ev="-11.7 / -11.5" energy_ev=-7803.2892 total_charge=+1 fmax_ev_per_a=3.336
C -2.10207 -0.04051 -0.28250 -0.8 1.2 2.6 -0.1139
C 0.25047 -0.46781 -0.74066 1.5 -1.9 2.2 -0.5521
C 1.78033 0.38781 1.78035 1.2 -1.1 2.7 -0.3261
C 1.30901 0.59928 -0.52201 -0.7 0.1 -1.3 -0.2811
N -1.07828 -0.00889 -1.03259 -1.3 0.2 -1.2 0.0028
O 1.88702 0.86715 0.62605 -1.1 0.7 -2.7 -0.1943
H -2.03264 -0.21388 0.88916 0.3 -0.1 -2.7 0.2627
H -3.09850 0.32932 -0.61113 0.9 -0.5 -0.2 0.2891
H 0.54395 -1.12538 -1.56669 -0.1 0.3 -0.1 0.3336
H 0.00205 -1.22364 0.08455 1.3 1.2 -0.6 0.3789
H 2.55219 0.93626 2.35848 -1.0 -1.1 0.6 0.3029
H 1.32471 -0.62945 2.01636 0.5 1.7 -0.4 0.2408
H 1.55005 1.31887 -1.33815 -0.1 -0.9 0.9 0.3342
H -1.15453 0.20701 -2.02645 -0.7 0.4 0.2 0.3226

***

Record 4
14
Properties=species:S:1:pos:R:3:forces:R:3:mulliken_charge:R:1 method="wB97M-V/def2-TZVPD" relative_energy_kcal_mol=80.82 homo_lumo_gap_ev=7.98 e_homo_ev=-14.5 energy_ev=-7804.5983 total_charge=+1 fmax_ev_per_a=4.462
C -2.67851 -1.08316 -2.50254 1.0 -0.1 1.7 0.3139
C 0.24565 -0.90118 -0.50063 1.4 -0.6 2.3 0.5094
C -3.39458 -0.65026 -3.63048 2.1 -2.0 -3.4 -0.7347
C 3.65505 0.48173 3.81453 -1.9 2.0 1.0 -0.8592
N -2.16431 -1.37578 -1.51867 0.4 -0.3 0.2 -0.4645
O 1.24521 -0.37869 -0.47024 -2.8 -1.0 -0.8 -0.0076
H -0.74513 -1.60059 -0.19926 1.3 1.8 -1.8 0.5159
H 3.35271 -0.52272 3.42205 -0.1 1.3 0.1 0.1825
H -3.64420 -1.65125 -4.18382 -0.2 2.2 0.7 0.2922
H -4.16347 -0.07234 -3.25910 -2.2 1.0 0.2 0.2886
H -2.71409 -0.01491 -4.29200 -1.0 -0.9 0.8 0.2851
H 3.71975 1.38484 3.10497 0.3 -1.9 0.6 0.2069
H 4.53785 0.33274 4.39022 1.1 0.0 -0.1 0.2525
H 2.96221 0.93664 4.64930 0.7 -1.4 -1.6 0.2190

***

Record 5
14
Properties=species:S:1:pos:R:3:forces:R:3:mulliken_charge:R:1 method="wB97M-V/def2-TZVPD" relative_energy_kcal_mol=91.07 homo_lumo_gap_ev="7.60 / 7.60" e_homo_ev="-13.9 / -13.9" energy_ev=-7804.1535 total_charge=+1 fmax_ev_per_a=3.684
C -0.07147 1.27669 -0.26381 1.4 3.1 -1.5 -0.2155
C -0.92875 1.19263 -1.28164 0.1 -0.7 1.4 -0.0368
C -0.76861 0.23337 0.41915 -1.5 1.4 -1.5 0.6362
C -0.70334 -0.46761 1.65174 -0.3 0.8 -0.3 -0.9281
N 1.57177 -0.84316 -0.78278 0.9 -0.1 -1.0 -0.7000
O -1.70756 0.14447 -0.48573 -0.8 -1.6 -0.1 -0.3173
H 0.69277 2.02399 -0.08248 0.2 -0.7 0.2 0.3220
H -1.17355 1.39208 -2.31652 0.0 0.2 0.3 0.3787
H -1.01118 -1.45570 1.36367 0.0 -0.9 0.7 0.3716
H -1.45199 0.01620 2.33497 0.6 -0.5 -0.3 0.3711
H 0.32266 -0.30141 1.93833 0.2 -0.6 1.0 0.3418
H 1.33879 -1.36084 0.09998 0.7 -0.1 -2.0 0.2495
H 2.61020 -0.61347 -0.84240 -2.0 -0.6 0.4 0.2619
H 1.28025 -1.23724 -1.75247 0.5 0.3 2.8 0.2648

***

Record 6
14
Properties=species:S:1:pos:R:3:forces:R:3:lowdin_spin:R:1 method="wB97M-V/def2-TZVPD" relative_energy_kcal_mol=30.66 homo_lumo_gap_ev="5.82 / 12.02" spin_multiplicity=3 s2=2.00 e_homo_ev="-10.7 / -17.1" energy_ev=-7802.3877 total_charge=+1 fmax_ev_per_a=6.509
C -2.21309 0.55013 -0.18652 6.2 0.7 0.8 1.2790
C -1.26318 -0.56528 0.24492 3.2 2.2 1.2 0.2198
C 0.38483 -0.45781 0.33755 -4.7 0.5 -1.3 0.0220
C 2.41683 0.60763 -0.24579 1.2 3.2 1.7 0.0007
N 1.04193 0.39167 -0.33038 -3.1 1.3 0.6 0.0117
O -3.39539 0.20898 -0.28511 -5.4 -3.6 0.0 0.3733
H -1.49317 -0.80232 1.29267 -0.2 -0.6 -0.2 0.0229
H -1.47411 -1.30246 -0.48593 0.1 -1.6 -0.3 0.0158
H 0.86200 -1.14096 0.97578 0.8 -0.9 0.7 0.0019
H 2.81439 -0.12110 0.39856 1.1 -1.4 -0.1 0.0003
H 2.70287 0.74471 -1.25793 1.4 -0.2 -0.6 0.0002
H 2.65462 1.57099 0.38514 -0.7 -1.4 -1.5 0.0006
H 0.45912 1.11690 -0.79408 0.5 -0.7 -0.1 0.0110
H -3.49766 -0.80108 -0.04888 -0.4 2.6 -0.7 0.0409

***

Record 7
15
Properties=species:S:1:pos:R:3:forces:R:3:mulliken_charge:R:1 method="wB97M-V/def2-TZVPD" relative_energy_kcal_mol=23.21 homo_lumo_gap_ev=7.84 smiles="CN[C@@H](C)C(=O)[O-]" e_homo_ev=-3.7 energy_ev=-9863.7803 total_charge=-1 fmax_ev_per_a=1.917
C 0.64561 1.46868 -1.51900 0.9 0.1 0.3 -0.7435
N -0.43353 1.46510 -0.53154 0.1 0.1 -0.6 -0.4210
C -1.06274 -1.00371 -0.92523 0.4 1.5 0.6 -1.2277
C -0.75104 0.18456 0.06154 0.4 -1.5 1.2 0.1192
C 0.35537 -0.47855 0.99975 -0.1 -0.6 -0.6 0.3815
O -0.08594 -0.94949 2.06702 -0.2 0.4 0.3 -0.7429
O 1.48581 -0.68237 0.49611 0.1 0.5 0.0 -0.7122
H 0.35584 1.36431 -2.56854 -0.4 0.0 -0.1 0.2366
H 1.35098 0.65361 -1.31327 -0.2 0.2 0.2 0.2693
H 1.21237 2.40855 -1.42222 -0.1 -0.2 -0.1 0.2815
H -1.27084 1.80597 -0.98954 -0.1 0.1 0.1 0.2513
H -0.09902 -1.38962 -1.26583 -0.2 0.0 -0.2 0.2495
H -1.55819 -1.76622 -0.32919 -0.3 -0.1 -0.4 0.4024
H -1.63289 -0.58844 -1.76318 -0.3 -0.5 0.0 0.3321
H -1.56541 0.34535 0.78644 0.0 0.0 -0.6 0.3238

***

Record 8
15
Properties=species:S:1:pos:R:3:forces:R:3:mulliken_charge:R:1 method="wB97M-V/def2-TZVPD" relative_energy_kcal_mol=107.21 homo_lumo_gap_ev=7.64 e_homo_ev=-4.2 energy_ev=-9860.1377 total_charge=-1 fmax_ev_per_a=4.948
C 1.56347 -0.08437 -0.22789 -1.4 2.9 0.5 -0.7350
C 1.10967 0.00415 1.26805 2.8 -0.1 1.4 0.4422
C -0.22320 -0.31283 1.71816 -3.6 0.7 -3.4 -1.0157
N 1.98882 0.13065 2.31963 -0.5 -1.0 -2.9 -0.7775
C -2.38671 0.52739 -2.67303 -1.7 -0.6 0.0 -0.0356
O -1.64047 0.18927 -1.73169 0.2 -0.5 0.4 -0.5075
O -3.54398 0.07964 -2.99990 2.2 1.0 0.4 -0.6951
H 1.83623 0.98069 -0.57040 0.2 -1.4 0.9 0.1897
H 0.73145 -0.24827 -0.94340 0.4 -0.9 0.5 0.2989
H 2.43417 -0.71682 -0.17595 0.2 -0.2 -0.7 0.3372
H 1.82186 -0.96941 1.95964 0.9 0.7 1.3 0.1969
H -0.30636 -0.19365 2.75857 0.1 -0.7 1.3 0.5644
H -0.92124 0.52410 1.33662 0.7 -1.4 -0.1 0.2448
H -0.53493 -1.29139 1.19992 -0.1 1.5 1.1 0.2553
H -1.92877 1.38084 -3.23833 -0.5 0.0 -0.6 0.2370